[1]
A structure of composition C60H40I4N4OS3Sn at a distorted geometry. Source: OMol25; level of theory: wB97M-V/def2-TZVPD.

Geometry as ORCA input:
```
! wB97M-V def2-TZVPD RIJCOSX def2/J DEFGRID3
* xyz 0 1
Sn 16.34831 14.92934 11.13801
I 24.83725 20.03629 10.14069
C 23.01016 19.03369 10.21786
C 22.08535 19.40959 11.20196
C 20.89620 18.71168 11.33828
C 20.62204 17.62895 10.50248
C 21.54106 17.25159 9.54897
C 22.73078 17.95770 9.38153
C 19.35636 16.89418 10.72924
C 19.40201 15.79023 11.55579
C 20.62654 15.19096 11.99224
C 20.28277 14.17786 12.83496
C 18.85376 14.17087 12.91261
C 18.12768 13.34009 13.76533
C 18.88112 12.34689 14.58933
C 18.82064 10.98912 14.26228
C 19.49699 10.04819 15.03653
C 20.19853 10.47470 16.16922
I 21.16951 9.05227 17.35439
C 20.26993 11.82021 16.50733
C 19.59486 12.74131 15.70946
C 16.78523 13.47263 13.97148
N 15.94329 14.33671 13.32447
C 14.81713 14.44816 14.07669
C 13.71520 15.24880 13.79442
C 12.74361 15.51068 14.91385
C 11.42423 15.08357 14.91476
C 10.53492 15.42746 15.91805
C 10.98670 16.22416 16.97501
I 9.62748 16.84925 18.47528
C 12.31692 16.63610 17.00726
C 13.18041 16.29178 15.99954
C 13.56432 15.95505 12.62256
C 12.37895 16.70080 12.29131
C 12.62750 17.36705 11.15957
C 14.00855 17.12632 10.82981
N 14.54726 16.19635 11.70027
C 14.68833 17.87855 9.91217
C 16.09552 17.90521 9.82708
C 16.84119 18.93431 9.20486
C 18.16045 18.70344 9.47692
C 18.20394 17.50876 10.23629
N 16.92806 17.05098 10.46675
C 13.92896 18.92757 9.19095
C 13.56757 18.79362 7.86259
C 12.83856 19.77909 7.20337
C 12.45493 20.92035 7.88855
I 11.34414 22.41510 6.91482
C 12.80325 21.07437 9.24438
C 13.54580 20.08970 9.87392
C 14.91962 13.58924 15.21087
C 16.11245 12.94480 15.13575
N 18.34156 15.14363 12.11703
H 22.29267 20.22277 11.87473
H 20.17308 18.95094 12.10944
H 21.35110 16.40045 8.93121
H 23.44114 17.65366 8.61970
H 21.62108 15.51744 11.70606
H 20.97345 13.52541 13.37555
H 18.29445 10.64668 13.37473
H 19.45466 9.00463 14.73025
H 20.81033 12.10401 17.40135
H 19.66358 13.79912 15.91748
H 11.09362 14.47434 14.09692
H 9.48767 15.11339 15.82585
H 12.67765 17.23202 17.83826
H 14.20474 16.60719 16.04169
H 11.45529 16.67563 12.84145
H 11.95062 17.99521 10.62517
H 16.42659 19.75548 8.61402
H 19.00573 19.27467 9.10989
H 13.90628 17.88492 7.35095
H 12.60210 19.63970 6.15403
H 12.55286 21.96808 9.79632
H 13.85964 20.23094 10.89342
H 14.16718 13.43495 15.96816
H 16.50139 12.21323 15.81992
C 17.01140 12.57292 6.89550
C 17.28678 12.91359 8.36676
S 17.17979 14.58391 8.84426
C 17.58744 11.92121 9.26090
C 17.73476 10.48544 8.73772
S 17.73665 12.17736 10.94262
H 17.03188 13.51569 6.31628
H 15.99697 12.15834 6.75995
H 17.71447 11.90856 6.40010
H 16.89179 10.18869 8.10960
H 17.83485 9.78510 9.55737
H 18.65259 10.38601 8.12126
O 14.23859 13.32654 11.07133
S 13.91885 12.23180 12.07402
C 12.12404 12.14179 12.20873
C 11.32169 12.66983 11.19356
C 9.92922 12.67005 11.33647
C 9.37320 12.12438 12.47326
C 10.16116 11.63025 13.50879
C 11.54250 11.64016 13.36392
C 14.17867 10.65805 11.25763
C 14.28378 10.58663 9.87543
C 14.53902 9.37917 9.27313
C 14.67939 8.23559 10.05641
C 14.62815 8.30512 11.44375
C 14.35029 9.52789 12.04132
H 11.77512 13.08385 10.31613
H 9.29713 13.02611 10.52533
H 8.30694 12.13523 12.60816
H 9.67348 11.25130 14.38718
H 12.13918 11.25119 14.15238
H 14.15216 11.48956 9.31552
H 14.59718 9.30448 8.20127
H 14.91260 7.30763 9.57625
H 14.77146 7.40359 12.02334
H 14.26018 9.60365 13.10968
*
```

Properties
Gap between HOMO and LUMO (alpha / beta), eV: 5.1 / 5.1
Largest force on an atom, eV/A: 1.5
ΔE to the lowest compared entry with this formula, charge and spin, eV: 0.0000
LUMO level (alpha / beta), eV: -1.484 / -1.484

Mulliken population analysis, charges in e, atoms 1 to 4: atom 1 (Sn): 0.62, atom 2 (I): 0.10, atom 3 (C): -0.06, atom 4 (C): -0.81

[2]
A structure of composition C60H42BrCdIN2O3S2. Source: OMol25; level of theory: wB97M-V/def2-TZVPD.

Geometry as ORCA input:
```
! wB97M-V def2-TZVPD RIJCOSX def2/J DEFGRID3
* xyz 0 1
Cd -1.13867 2.11651 1.94755
Br 4.16926 7.21955 2.00066
C 2.59949 6.21623 2.36036
C 1.34419 6.85734 2.29373
C 0.19560 6.16946 2.53940
C 0.20163 4.76699 2.85360
O -0.87961 4.14232 3.05328
C 1.49688 4.14739 2.92806
C 1.66478 2.78579 3.27647
N 0.72524 1.89415 3.39990
C 1.07762 0.64358 3.90970
C 2.13165 0.40437 4.76542
C 2.42030 -0.89543 5.22937
C 1.65361 -1.96357 4.86486
C 0.52839 -1.76065 4.03132
C -0.33011 -2.81111 3.63639
C -1.42123 -2.53962 2.86386
C -1.64986 -1.20554 2.47250
N -0.85584 -0.21618 2.79333
C 0.22921 -0.46373 3.56652
C 2.67106 4.89593 2.68324
H 1.30595 7.91012 2.04330
H -0.76834 6.65697 2.48598
H 2.70401 2.47639 3.43547
H 2.73252 1.22937 5.12313
H 3.26113 -1.03284 5.89736
H 1.87062 -2.96080 5.22647
H -0.11230 -3.82124 3.96247
H -2.10794 -3.31224 2.54851
H -2.51751 -0.95306 1.87364
H 3.63091 4.39701 2.75516
I -1.41922 3.98730 -0.46662
C -3.37805 3.26665 -0.60505
C -4.06245 3.66654 -1.71820
C -5.40208 3.27971 -1.91119
C -6.02203 2.51950 -0.96876
C -5.33018 2.09881 0.19321
C -6.01513 1.32121 1.16042
C -5.37441 0.90639 2.28643
C -4.00886 1.22235 2.46535
C -3.27826 1.95864 1.56187
C -3.96394 2.44348 0.40325
H -3.57871 4.28874 -2.45803
H -5.92887 3.60298 -2.79923
H -7.05891 2.22755 -1.08535
H -7.05868 1.08415 0.98654
H -5.89919 0.32841 3.03802
H -3.52930 0.85154 3.36636
C 6.27079 2.71141 -3.84975
C 5.04795 2.32197 -3.06952
C 4.97851 2.54561 -1.69607
C 3.84851 2.20501 -0.97253
C 2.77662 1.63212 -1.63649
C 2.80605 1.42489 -3.00714
C 3.94985 1.76014 -3.71364
S 1.30088 1.19069 -0.75070
O 1.28923 2.03985 0.48256
C 1.81461 -0.42459 -0.15659
C 2.51037 -0.45810 1.06823
C 2.80831 -1.65619 1.64141
C 2.39329 -2.86668 1.03161
C 2.63489 -4.11858 1.64574
C 2.20925 -5.27736 1.06372
C 1.52223 -5.23794 -0.16815
C 1.27885 -4.04519 -0.78588
C 1.70451 -2.82570 -0.20100
C 1.42697 -1.56188 -0.80436
C 0.72129 -1.51146 -2.11278
C 1.45123 -1.76882 -3.31334
C 2.83227 -2.07950 -3.29606
C 3.51420 -2.28526 -4.46086
C 2.85146 -2.19272 -5.70141
C 1.51943 -1.89221 -5.74646
C 0.78729 -1.66945 -4.55618
C -0.59115 -1.32199 -4.59405
C -1.27509 -1.07940 -3.44279
C -0.60240 -1.19125 -2.20421
S -1.45441 -0.67482 -0.72590
O -2.06709 0.64256 -1.03264
C -2.79407 -1.85056 -0.71035
C -4.08174 -1.34840 -0.66070
C -5.14000 -2.23816 -0.51979
C -4.92283 -3.60531 -0.42377
C -6.06686 -4.56347 -0.25985
C -3.60871 -4.07999 -0.46267
C -2.54236 -3.21222 -0.59677
H 7.12409 2.87055 -3.19232
H 6.10016 3.63617 -4.40347
H 6.53610 1.94013 -4.57335
H 5.82143 2.99978 -1.18996
H 3.78087 2.39908 0.08986
H 1.94470 1.00980 -3.51452
H 3.98425 1.59355 -4.78366
H 2.75694 0.47575 1.55201
H 3.32384 -1.69680 2.59176
H 3.16173 -4.13466 2.59170
H 2.39925 -6.22953 1.54098
H 1.19020 -6.16041 -0.62612
H 0.75638 -4.02322 -1.73427
H 3.34853 -2.14415 -2.34703
H 4.57072 -2.51644 -4.43358
H 3.40165 -2.35902 -6.61808
H 1.00168 -1.81554 -6.69418
H -1.08103 -1.23734 -5.55593
H -2.31479 -0.77992 -3.44862
H -4.24039 -0.27758 -0.71499
H -6.15132 -1.85269 -0.47430
H -7.02334 -4.05982 -0.38987
H -6.05905 -5.01551 0.73367
H -6.00912 -5.37384 -0.98727
H -3.42434 -5.14499 -0.38403
H -1.52564 -3.58785 -0.60539
*
```

Properties
Gap between HOMO and LUMO, eV: 6.6
Largest force on an atom, eV/A: 0.6
ΔE to the lowest compared entry with this formula, charge and spin, eV: 0.3966
LUMO level, eV: -0.288

Mulliken population analysis, charges in e, atoms 1 to 4: atom 1 (Cd): 0.98, atom 2 (Br): -0.25, atom 3 (C): -0.26, atom 4 (C): -0.27

The highest largest force on an atom belongs to which entry? C60H40I4N4OS3Sn

largest force on an atom of number 1 (C60H40I4N4OS3Sn)? 1.5 eV/A